A 12-piece molecular cluster, H24O12 overall, computed with ωB97M-V/def2-TZVPD.

The value obtained for the HOMO-LUMO gap is 9.834 eV. As for the relative energy (zero: lowest compared OMol25 entry of this formula, charge and spin): 230.3 kJ/mol. Its SMILES is O.O.O.O.O.O.O.O.O.O.O.O. Its total charge is 0. Its maximum force is 2.67 eV/A.

Last column: natural (NBO) charge in e.
Cartesian coordinates (Å):
O 0.697 -1.708 -2.994  -0.96
H 1.216 -0.968 -2.598  0.49
H -0.147 -1.644 -2.533  0.46
O 3.604 -0.513 0.027  -0.93
H 3.320 0.132 -0.582  0.46
H 3.237 -1.352 -0.194  0.47
O -0.215 -1.963 2.783  -0.93
H -0.268 -2.834 3.187  0.47
H -1.055 -1.913 2.313  0.46
O -3.627 -1.937 -0.361  -0.99
H -4.086 -2.750 -0.335  0.47
H -2.748 -2.145 -0.706  0.49
O 0.307 2.713 2.229  -0.93
H 0.616 2.448 1.344  0.47
H -0.434 2.172 2.295  0.44
O -1.086 -2.935 -0.671  -0.95
H -1.312 -3.491 0.085  0.47
H -0.634 -2.217 -0.275  0.49
O 1.943 0.115 2.604  -0.95
H 1.326 -0.380 2.091  0.48
H 1.401 0.707 3.191  0.47
O 2.113 0.623 -2.388  -0.99
H 2.963 0.849 -2.822  0.50
H 1.935 1.126 -1.611  0.49
O 1.128 2.012 -0.390  -0.96
H 0.274 2.157 -0.761  0.49
H 1.361 2.949 -0.295  0.51
O -2.208 0.880 0.009  -0.97
H -2.152 1.039 0.959  0.49
H -2.999 0.405 -0.176  0.52
O -1.442 3.283 -0.965  -0.96
H -1.045 3.030 -1.814  0.46
H -1.863 2.513 -0.606  0.49
O 0.089 -0.495 0.098  -0.99
H 0.589 0.293 -0.230  0.49
H -0.800 -0.199 0.091  0.47

=====

C36H27CrFN4O3S as an isolated structure, computed with ωB97M-V/def2-TZVPD.

The value obtained for the HOMO-LUMO gap (alpha / beta) is 6.890 / 7.998 eV. Its spin multiplicity is 5. Its total charge is 0. Its maximum force is 0.36 eV/A.

Last column: Löwdin spin population.
Cartesian coordinates (Å):
Cr 0.190 0.210 -0.237  3.73
C -0.447 -0.307 4.111  0.00
C 0.862 -0.516 4.537  0.02
C 1.892 -0.476 3.616  0.00
C 1.601 -0.217 2.273  0.01
C 0.294 0.004 1.812  -0.02
C -0.718 -0.060 2.773  0.01
C 2.659 -0.113 1.248  0.03
C 4.000 -0.530 1.490  0.00
C 4.926 -0.435 0.505  0.02
C 4.580 0.166 -0.733  0.00
C 5.518 0.376 -1.769  0.00
C 5.158 1.039 -2.906  0.00
C 3.847 1.547 -3.033  0.00
C 2.918 1.338 -2.053  0.00
C 3.253 0.602 -0.894  0.01
N 2.292 0.372 0.065  0.01
H -1.254 -0.335 4.835  0.00
H 1.073 -0.705 5.581  0.00
H 2.908 -0.630 3.957  0.00
H -1.752 0.095 2.474  0.00
H 4.252 -0.957 2.448  0.00
H 5.938 -0.790 0.657  0.00
H 6.529 0.012 -1.635  0.00
H 5.879 1.202 -3.697  0.00
H 3.577 2.122 -3.909  0.00
H 1.929 1.765 -2.131  0.00
C -7.230 0.636 0.942  0.00
C -6.865 -0.741 0.407  0.00
C -7.390 -1.830 1.328  0.00
C -7.038 -3.204 0.792  0.00
C -5.553 -3.314 0.595  0.00
C -4.910 -4.526 0.672  0.00
C -3.535 -4.607 0.475  0.00
F -2.956 -5.821 0.560  0.00
C -2.778 -3.507 0.207  0.00
C -3.411 -2.259 0.129  0.00
C -2.584 -1.079 -0.161  0.01
O -1.354 -1.229 -0.306  0.03
C -3.289 0.157 -0.276  0.00
C -4.641 0.160 -0.085  0.00
N -5.396 -0.901 0.243  0.00
C -4.792 -2.156 0.326  0.00
C -2.670 1.486 -0.672  0.01
O -3.422 2.346 -1.126  0.01
O -1.408 1.608 -0.524  0.05
H -8.283 0.629 1.223  0.00
H -7.095 1.431 0.212  0.00
H -6.642 0.876 1.829  0.00
H -7.316 -0.876 -0.583  0.00
H -8.470 -1.711 1.414  0.00
H -6.964 -1.690 2.327  0.00
H -7.547 -3.360 -0.165  0.00
H -7.381 -3.992 1.463  0.00
H -5.467 -5.430 0.888  0.00
H -1.709 -3.567 0.059  0.00
H -5.147 1.105 -0.217  0.00
N -0.599 1.977 -3.152  0.00
C -0.153 0.730 -3.377  0.01
N 0.226 -0.087 -2.431  0.01
C 0.703 -1.282 -2.966  0.00
C 1.181 -2.358 -2.225  0.01
C 1.631 -3.480 -2.896  0.00
C 1.607 -3.544 -4.290  0.00
C 1.130 -2.481 -5.037  0.00
C 0.684 -1.356 -4.360  0.00
S 0.048 0.133 -5.010  0.00
H -0.943 2.158 -2.200  0.00
H -1.064 2.459 -3.901  0.00
H 1.187 -2.310 -1.142  0.01
H 2.005 -4.322 -2.330  0.00
H 1.963 -4.433 -4.794  0.00
H 1.111 -2.526 -6.117  0.00

=====

A 14-piece molecular cluster, C56H100O34S8 overall, computed with ωB97M-V/def2-TZVPD.

The value obtained for the HOMO-LUMO gap is 9.992 eV. As for the relative energy (zero: lowest compared OMol25 entry of this formula, charge and spin): 231.8 kJ/mol. Its total charge is 0. Its maximum force is 5.96 eV/A.

Last column: Löwdin charge in e.
Cartesian coordinates (Å):
C 13.253 18.180 9.644  0.01
C 14.358 19.306 9.641  -0.26
C 14.208 20.338 8.523  -0.05
O 13.573 21.492 9.118  0.12
C 13.781 21.478 10.369  -0.59
O 13.652 22.425 11.133  0.11
O 14.265 20.241 10.710  0.04
H 13.604 17.387 8.984  0.07
H 12.250 18.508 9.371  0.08
H 13.062 17.828 10.657  0.05
H 15.355 18.867 9.653  0.13
H 13.601 19.949 7.705  0.14
H 15.192 20.613 8.145  0.12
C 10.817 15.902 12.481  0.02
C 10.091 14.637 13.036  -0.35
C 10.792 13.916 14.168  -0.09
O 9.727 13.589 15.057  0.07
C 8.712 14.496 14.765  -0.51
O 7.837 14.825 15.526  0.15
O 8.815 14.824 13.475  0.11
H 11.763 15.465 12.162  0.07
H 10.994 16.684 13.220  0.06
H 10.429 16.233 11.518  0.09
H 10.022 13.842 12.293  0.15
H 11.522 14.575 14.637  0.13
H 11.265 12.967 13.915  0.12
C 8.715 18.207 18.876  -0.01
C 9.021 17.166 17.863  -0.29
C 9.168 17.632 16.430  -0.10
O 10.444 17.191 16.109  0.10
C 11.077 16.642 17.068  -0.57
O 12.224 16.151 16.997  0.10
O 10.307 16.535 18.167  0.11
H 8.023 18.896 18.393  0.09
H 9.581 18.807 19.154  0.07
H 8.302 17.788 19.794  0.10
H 8.205 16.447 17.790  0.15
H 9.109 18.717 16.336  0.11
H 8.370 17.263 15.786  0.13
C 17.833 20.928 11.108  -0.01
C 18.441 20.423 9.813  -0.29
C 19.366 19.246 9.903  -0.12
O 18.963 18.461 8.820  0.09
C 17.762 18.929 8.332  -0.54
O 17.146 18.448 7.393  0.14
O 17.328 19.940 9.036  0.06
H 17.272 21.809 10.795  0.09
H 18.622 21.326 11.747  0.08
H 17.113 20.257 11.577  0.08
H 18.873 21.204 9.188  0.16
H 19.301 18.811 10.900  0.12
H 20.371 19.645 9.763  0.14
C 19.606 12.599 13.922  -0.03
C 20.274 13.885 13.604  -0.30
C 21.558 13.783 12.785  -0.10
O 21.361 14.741 11.813  0.06
C 20.084 15.069 11.660  -0.54
O 19.559 15.733 10.764  0.11
O 19.402 14.553 12.679  0.08
H 18.519 12.588 13.840  0.08
H 19.825 12.200 14.913  0.08
H 20.036 11.851 13.256  0.09
H 20.385 14.474 14.515  0.13
H 21.798 12.832 12.310  0.14
H 22.396 14.223 13.327  0.13
C 12.485 19.894 18.388  0.00
C 12.584 19.003 19.653  -0.28
C 13.594 17.829 19.626  -0.12
O 14.371 17.970 20.746  0.09
C 14.192 19.179 21.272  -0.55
O 14.775 19.696 22.178  0.15
O 13.152 19.806 20.646  0.08
H 12.318 20.959 18.547  0.09
H 11.753 19.498 17.683  0.06
H 13.421 19.912 17.830  0.05
H 11.596 18.670 19.974  0.13
H 14.083 17.819 18.652  0.11
H 13.157 16.839 19.760  0.14
C 22.463 18.215 12.894  -0.18
C 22.366 17.514 14.305  -0.16
C 21.126 18.115 15.014  -0.19
S 20.508 19.619 14.129  0.69
O 20.624 20.785 15.032  -0.36
O 19.244 19.305 13.481  -0.34
C 21.949 19.704 13.005  -0.20
H 21.957 17.684 12.088  0.10
H 23.511 18.258 12.596  0.10
H 23.268 17.750 14.870  0.11
H 22.303 16.433 14.181  0.09
H 21.396 18.471 16.009  0.09
H 20.235 17.500 15.137  0.09
H 22.693 20.293 13.541  0.10
H 21.537 20.283 12.179  0.09
C 9.604 20.873 14.506  -0.18
C 11.152 20.965 14.612  -0.26
C 11.643 21.359 13.288  -0.22
S 10.844 20.057 12.262  0.73
O 11.618 18.862 12.491  -0.34
O 10.444 20.611 10.952  -0.33
C 9.308 19.947 13.263  -0.17
H 9.185 21.879 14.500  0.11
H 9.159 20.510 15.432  0.08
H 11.534 20.028 15.018  0.11
H 11.369 21.693 15.394  0.12
H 12.720 21.224 13.192  0.09
H 11.322 22.354 12.979  0.12
H 9.009 18.905 13.381  0.09
H 8.594 20.443 12.607  0.09
C 14.198 14.233 10.909  -0.27
C 15.659 13.790 10.996  -0.21
C 16.408 14.420 9.816  -0.17
S 15.168 14.188 8.424  0.72
O 15.432 12.910 7.800  -0.33
O 15.062 15.368 7.575  -0.34
C 13.677 14.069 9.571  -0.22
H 14.015 15.246 11.270  0.10
H 13.599 13.619 11.581  0.09
H 15.726 12.707 10.898  0.11
H 16.014 13.967 12.012  0.11
H 17.278 13.883 9.439  0.10
H 16.628 15.477 9.961  0.10
H 13.242 13.093 9.358  0.11
H 12.997 14.834 9.199  0.10
C 16.097 23.313 13.734  -0.20
C 17.400 23.267 14.484  -0.20
C 17.295 22.004 15.453  -0.20
S 15.702 22.267 16.231  0.66
O 15.894 23.164 17.297  -0.31
O 14.996 20.987 16.410  -0.36
C 14.925 23.192 14.814  -0.15
H 16.032 22.447 13.076  0.09
H 16.085 24.126 13.008  0.12
H 17.576 24.156 15.089  0.11
H 18.232 23.258 13.779  0.11
H 18.089 21.873 16.188  0.09
H 17.178 21.057 14.926  0.09
H 14.412 24.064 15.219  0.10
H 14.099 22.515 14.595  0.06
C 16.876 13.941 19.353  -0.18
C 16.021 13.294 18.311  -0.21
C 17.000 12.603 17.315  -0.17
S 18.556 13.657 17.187  0.77
O 18.491 14.498 15.982  -0.36
O 19.765 12.780 17.490  -0.38
C 18.113 14.674 18.626  -0.20
H 17.169 13.134 20.025  0.11
H 16.416 14.754 19.915  0.11
H 15.512 14.025 17.683  0.08
H 15.218 12.691 18.733  0.12
H 16.647 12.404 16.303  0.06
H 17.360 11.668 17.743  0.10
H 17.627 15.514 18.130  0.05
H 18.986 15.142 19.082  0.09
C 17.264 20.087 20.193  -0.21
C 18.413 21.042 19.783  -0.20
C 19.462 20.141 19.134  -0.20
S 18.506 18.905 18.127  0.73
O 19.060 17.599 18.443  -0.34
O 18.440 19.361 16.734  -0.34
C 16.962 19.069 19.080  -0.19
H 16.474 20.794 20.446  0.11
H 17.561 19.571 21.106  0.12
H 18.782 21.594 20.647  0.12
H 17.953 21.673 19.023  0.10
H 19.921 19.531 19.911  0.10
H 20.269 20.607 18.569  0.10
H 16.734 18.049 19.390  0.10
H 16.195 19.449 18.405  0.09
C 15.829 17.648 13.247  -0.16
C 14.704 18.453 13.960  -0.17
C 14.106 17.593 15.155  -0.18
S 15.344 16.298 15.580  0.69
O 14.795 15.055 15.127  -0.34
O 15.682 16.494 16.987  -0.34
C 16.680 16.922 14.395  -0.14
H 16.464 18.359 12.719  0.09
H 15.519 16.880 12.539  0.09
H 14.035 18.674 13.128  0.08
H 15.023 19.377 14.442  0.09
H 13.082 17.275 14.960  0.08
H 14.137 18.210 16.053  0.07
H 17.298 16.067 14.123  0.08
H 17.263 17.571 15.049  0.07
C 13.438 9.807 13.425  -0.19
C 13.871 11.238 13.168  -0.22
C 14.786 11.713 14.329  -0.19
S 15.506 10.151 14.973  0.66
O 14.903 9.990 16.308  -0.33
O 16.931 10.172 14.811  -0.33
C 14.798 9.076 13.771  -0.22
H 12.996 9.368 12.530  0.11
H 12.778 9.580 14.262  0.12
H 13.033 11.926 13.057  0.08
H 14.342 11.328 12.189  0.10
H 14.374 12.265 15.174  0.10
H 15.641 12.232 13.896  0.08
H 14.762 8.052 14.143  0.11
H 15.425 9.088 12.880  0.11

=====

C14H13BF4MoN6S3 as an isolated structure, computed with ωB97M-V/def2-TZVPD.

The value obtained for the HOMO-LUMO gap (alpha / beta) is 4.860 / 4.894 eV. As for the relative energy (zero: lowest compared OMol25 entry of this formula, charge and spin): 0.0 kJ/mol. Its total charge is +2. Its maximum force is 3.69 eV/A.

Last column: natural (NBO) charge in e.
Cartesian coordinates (Å):
Mo -0.736 -0.835 -0.502  0.99
C -2.628 5.741 -0.972  -0.64
C -2.416 4.602 0.004  -0.21
N -2.516 3.295 -0.705  -0.50
C -1.938 2.170 -0.358  0.31
S -2.482 0.697 -1.178  0.26
N -1.002 2.130 0.559  -0.36
N -0.426 0.959 0.774  -0.27
C 0.520 0.855 1.798  0.40
C 0.805 2.032 2.691  -0.69
C 1.282 -0.345 1.738  0.11
C 2.146 -0.894 2.722  -0.15
C 2.832 -2.056 2.407  -0.10
C 2.700 -2.669 1.182  -0.20
C 1.820 -2.095 0.242  0.09
N 1.124 -0.950 0.523  -0.43
H -3.103 6.661 -0.555  0.26
H -3.224 5.480 -1.874  0.23
H -1.657 6.075 -1.321  0.23
H -3.206 4.565 0.731  0.22
H -1.451 4.567 0.504  0.23
H -3.203 3.193 -1.457  0.43
H 0.204 1.892 3.592  0.28
H 0.490 2.927 2.150  0.29
H 1.885 2.037 2.940  0.26
H 2.386 -0.358 3.628  0.27
H 3.507 -2.537 3.181  0.28
H 3.186 -3.646 0.946  0.29
H 1.620 -2.478 -0.782  0.26
S -1.693 -2.503 0.908  0.28
C -1.345 -3.518 -0.490  -0.34
S -0.798 -2.790 -1.971  0.38
C -1.645 -4.868 -0.476  -0.14
C -1.941 -5.551 0.720  0.18
N -2.292 -6.254 1.569  -0.10
C -1.561 -5.652 -1.670  0.20
N -1.416 -6.187 -2.697  -0.11
F 0.603 -0.209 -1.847  -0.48
B 3.860 -0.848 -4.162  1.49
F 4.517 -1.502 -3.210  -0.50
F 4.545 0.197 -4.654  -0.48
F 2.650 -1.327 -4.628  -0.51